[1]
210
Properties=species:S:1:pos:R:3:lowdin_charge:R:1 method="wB97M-V/def2-TZVPD" smiles="CC1(C)CCCC(C)(C)N1O.CC1(C)CCCC(C)(C)N1O.CC1(C)CCCC(C)(C)N1O.CC1(C)CCCC(C)(C)N1O.CC1(C)CCCC(C)(C)N1O.O=C1OCCO1.O=C1OCCO1.O=C1OCCO1.O=C1OCCO1.O=C1OCCO1.O=C1OCCO1"
H 9.901 -0.040 5.190 0.1482
O 5.217 -4.304 -3.062 0.0680
C -3.346 0.105 -8.595 -0.4346
C 8.000 3.189 -6.281 -0.1893
H -8.819 -8.525 -0.802 0.0726
H -0.845 9.077 6.457 0.0959
H -4.589 -0.210 -6.818 0.0804
C -4.098 -7.887 -0.863 -0.1476
H -0.976 7.331 5.132 0.0648
H -7.644 -10.898 -0.421 0.0794
H 1.905 9.881 7.417 0.1148
C 1.747 5.656 6.508 -0.0384
C 2.458 1.180 0.029 -0.1149
C 7.157 4.321 -6.977 -0.1054
H 8.809 1.350 -6.661 0.1189
H -5.792 -8.608 1.871 0.1056
C -5.832 -3.558 9.567 -0.1523
H 0.074 -0.506 -7.852 0.1134
H -0.660 6.991 7.498 0.1213
O 9.034 2.964 2.403 0.1041
H 3.720 9.496 5.775 0.0899
H 8.947 3.609 -5.942 0.1040
O -5.987 2.512 -0.122 0.0935
H 6.637 -3.915 7.162 0.1306
H -3.979 -9.061 1.008 0.1003
N 1.867 7.833 5.380 -0.0846
C -0.789 -0.348 -8.499 -0.2095
O -7.115 0.594 -0.144 0.0864
C -6.436 1.501 0.475 -0.5728
C -0.623 0.885 -9.353 -0.1674
H -2.740 -1.575 -9.861 0.0550
H 7.467 2.845 -5.395 0.1091
C 3.701 -5.911 -3.220 -0.1256
H 0.759 10.821 4.100 0.0775
H -2.259 -1.007 -7.107 0.1066
O 4.971 -1.761 8.470 0.1271
H 10.236 2.918 -9.767 0.0823
H 1.034 2.778 -0.208 0.1319
C 1.234 1.819 -0.686 -0.0993
H -2.908 0.114 -11.780 0.0671
O -6.335 1.178 1.748 0.0917
H -5.046 -10.720 -2.445 0.0834
C 10.369 0.581 4.426 -0.1703
H -5.562 -2.884 8.754 0.1170
H -4.964 -6.895 -3.158 0.0877
H -3.562 -4.858 12.574 0.0927
O 5.429 -4.415 -0.819 0.1570
N -4.989 -4.767 11.517 -0.1839
C 2.997 9.874 5.052 -0.0579
H 7.159 1.492 -7.169 0.1122
H -4.237 -2.017 -9.025 0.0815
H 8.674 0.204 -9.225 0.0823
C 8.134 1.061 -9.628 -0.0215
H -8.296 -3.552 11.993 0.1151
H -1.328 3.504 -9.834 0.0850
H -6.343 -4.375 9.058 0.1145
C -3.769 -4.869 9.365 -0.0358
C -1.600 7.202 -5.258 -0.1466
C 4.907 -4.754 -1.854 -0.6231
H 3.851 -6.975 -3.402 0.1330
H -4.208 2.716 -9.447 0.1014
H -0.857 -1.205 -9.169 0.0953
H -0.329 2.702 -10.961 0.0866
H -6.274 -1.062 0.097 0.1445
H -3.382 -10.184 -2.458 0.0712
C -3.667 -1.186 -9.440 -0.0224
C -4.348 -8.095 0.664 -0.1731
H -4.227 -5.841 9.183 0.0877
H 3.008 10.964 5.094 0.0841
H -5.457 0.139 -8.238 0.0769
C -6.873 -10.406 0.173 -0.0278
C -7.455 -3.982 11.450 -0.1301
H -4.267 -0.797 -10.262 0.0751
H -5.867 -10.821 0.103 0.0593
H -7.597 -8.479 -2.967 0.1076
H 8.484 1.164 -10.655 0.0822
C -4.757 -7.961 -3.244 -0.0333
C 10.448 -0.052 3.147 -0.1497
C -5.832 -8.087 0.914 -0.1334
H -5.664 -2.443 12.957 0.0695
C 1.630 9.286 5.302 -0.5072
C -4.897 -8.667 -1.891 -0.5225
H -4.430 -6.860 -1.017 0.1063
H 0.871 9.223 3.251 0.0798
H -6.669 -3.275 14.132 0.0880
H 5.608 -5.847 -4.370 0.1238
H 11.426 -0.421 2.839 0.1427
H 6.347 5.635 -10.184 0.0786
H -3.461 -4.413 8.424 0.0791
O 6.262 -3.419 9.113 0.0497
C 9.524 1.949 2.937 -0.5408
H -5.045 -3.726 13.976 0.0798
H 0.973 7.253 8.125 0.1158
O 10.247 1.047 2.243 0.0868
C 5.712 -2.158 9.394 -0.5634
C 0.117 8.341 -4.345 -0.4816
H -2.824 7.986 -3.592 0.1301
C -8.204 -8.255 0.056 -0.0478
H 2.732 -5.566 -3.580 0.1339
O -4.148 1.931 -9.996 -0.0079
H -2.762 -5.094 9.717 0.0720
O -0.232 -0.461 1.431 0.1116
H 7.325 5.198 -6.352 0.1099
C -6.795 -8.842 -0.128 -0.3841
H -7.181 -10.564 1.207 0.0705
C -1.365 2.756 -10.626 -0.0534
H -8.720 -8.820 0.833 0.0786
H 9.769 -0.903 3.188 0.1369
C 0.953 6.897 6.014 -0.4978
O 2.310 7.262 4.114 -0.0198
H -4.546 1.485 -7.394 0.0820
H -0.445 9.666 4.339 0.0681
H -0.257 9.314 8.178 0.1109
H -3.921 -10.575 -0.996 0.0710
O 1.278 8.753 -4.067 0.0865
H 1.210 4.994 7.187 0.0816
H -4.395 -1.875 11.176 0.0687
O -7.210 -9.216 -2.489 -0.0200
C -7.012 -2.955 10.369 -0.1733
H 8.379 6.584 -8.215 0.0757
N 7.668 3.376 -9.236 -0.2047
H -1.867 7.518 -6.267 0.1289
C 9.945 2.637 -8.755 -0.0388
C -7.114 -0.555 0.572 -0.1615
C -1.884 0.391 -11.532 -0.0070
H 7.235 2.990 -10.949 0.1151
H 7.061 0.915 -9.502 0.0868
H -3.238 -2.368 9.874 0.0851
O -0.998 9.007 -3.873 0.0464
H -7.905 -2.734 9.784 0.1079
H -3.189 -3.045 11.567 0.0749
H 5.244 -2.148 6.510 0.1294
H 2.595 6.108 7.022 0.0822
H 3.953 -3.006 6.998 0.1328
H 11.357 0.995 4.628 0.1465
H -1.326 -0.538 -11.417 0.0685
C 5.793 -3.825 7.846 -0.1362
C -4.587 -3.974 10.351 -0.4876
C -5.901 -3.422 13.373 -0.0451
H -6.649 -2.089 10.923 0.0901
O 0.120 0.986 -0.325 0.0497
H 6.106 4.074 -6.830 0.1023
H 0.726 10.819 6.598 0.1163
H 5.377 4.786 -8.880 0.0729
C -6.697 -5.806 12.992 -0.0287
H 2.095 5.018 5.695 0.0741
C -6.762 -0.156 1.983 -0.0961
C -0.050 8.915 7.185 -0.1764
C -4.317 -10.117 -1.903 -0.0329
C 4.912 -2.680 7.401 -0.1095
O -4.017 -5.509 12.035 0.0190
O -0.222 7.286 -5.092 0.0786
H -7.746 -5.812 13.290 0.0797
H 5.946 6.361 -8.601 0.0819
H -5.412 -8.447 -3.967 0.0784
C -2.159 8.301 -4.396 -0.1071
H -7.889 -4.824 10.910 0.1080
H -6.232 -7.169 1.345 0.1049
C 0.303 7.455 7.289 -0.1607
H -2.010 6.202 -5.115 0.1372
H -2.074 3.058 -11.396 0.0826
H 10.539 1.728 -8.658 0.0756
C -2.042 -0.106 -7.681 -0.1335
N -6.336 -8.661 -1.600 -0.1470
H -3.780 -7.300 1.148 0.1130
C 7.403 4.614 -8.526 -0.4474
H -5.918 -6.097 13.696 0.0737
O 9.537 1.683 4.232 0.0955
C 8.118 2.010 -7.185 -0.1443
H -1.478 0.975 -12.358 0.0702
C -3.810 -2.688 10.745 -0.0129
H 5.214 -4.743 7.946 0.1317
C -6.218 -4.453 12.320 -0.4511
H -6.031 -0.890 2.324 0.1368
H 1.325 1.772 -1.771 0.1310
C 6.215 5.441 -9.119 -0.0254
H -0.529 1.677 -8.610 0.1155
H -7.656 -0.100 2.605 0.1342
H 0.275 0.687 -9.939 0.1217
C 8.445 2.279 -8.710 -0.4709
C 1.123 9.806 6.662 -0.1255
O 7.868 3.557 -10.503 -0.0007
H 3.256 7.127 4.202 0.0977
H 0.010 6.234 4.060 0.0733
O 1.816 0.396 1.004 0.0659
H -8.105 -1.006 0.512 0.1433
C 0.514 0.246 0.750 -0.5358
C 8.643 5.567 -8.505 -0.0525
C -0.261 6.510 5.079 -0.0194
H 3.126 1.932 0.449 0.1335
H -1.846 0.600 -6.874 0.1171
H -8.205 -7.189 0.284 0.0770
H -3.753 -8.138 -3.629 0.0817
H -6.679 -6.570 12.214 0.0783
H 3.372 9.722 4.040 0.0814
H 4.543 -4.666 -4.980 0.1310
H 2.996 0.576 -0.702 0.1265
H -3.116 -7.697 -1.296 0.1211
C -4.561 0.438 -7.694 -0.0363
O 5.928 -1.488 10.417 0.1078
O 3.803 -5.404 -1.945 0.1128
H -0.771 5.614 5.433 0.0764
C 4.796 -5.190 -4.058 -0.1109
C -1.820 1.355 -10.254 -0.4703
C 0.630 9.741 4.178 -0.0183
H -2.641 9.079 -4.989 0.1275
N -3.034 1.312 -9.428 -0.1393
H 10.350 3.318 -8.006 0.0717
H 9.488 5.288 -7.876 0.0621
H 9.110 5.717 -9.479 0.0774

***

[2]
205
Properties=species:S:1:pos:R:3:lowdin_charge:R:1 method="wB97M-V/def2-TZVPD" charge=+8
C 3.921 -4.817 -0.243 -0.0232
N -2.886 6.514 4.230 0.1272
H 4.772 -2.578 3.702 0.0968
C 2.949 -0.655 -5.481 0.1013
C 9.127 -1.648 1.924 -0.4694
H 0.739 5.528 3.324 0.1006
C -6.279 0.645 -2.928 0.0419
C -4.204 3.211 -2.543 -0.4026
H 4.466 -3.551 -2.441 0.0839
C -7.459 -0.288 2.417 -0.0922
H -3.123 3.798 -0.815 0.0696
H 1.387 -4.725 -1.031 0.1066
H 3.626 -3.957 -3.902 0.0926
H 3.318 3.112 -7.013 0.1330
C -0.817 1.041 3.565 0.0375
H 3.605 -9.453 -1.250 0.1570
H 6.405 -2.341 0.275 0.0688
H -2.421 -0.567 2.570 0.1001
H -6.164 1.269 2.471 0.1341
C 3.566 -4.037 -2.816 -0.0923
C 8.828 -0.153 2.321 -0.0614
H -0.029 -9.379 -1.227 0.1077
C 3.534 0.655 -5.604 -0.1123
C -0.885 -2.864 0.869 -0.0706
H -6.150 2.986 -4.835 0.1297
H -9.920 -0.390 3.637 0.0855
C 1.190 0.282 2.206 -0.0995
C -4.712 1.285 -4.781 -0.1359
C 3.810 -7.288 -0.914 -0.0285
H -3.149 3.923 5.248 0.0924
H -1.797 -3.251 0.416 0.1010
H 9.572 0.493 1.855 0.1412
N 2.160 -0.183 -3.314 -0.0999
C -1.987 5.845 5.296 -0.3859
C -2.392 7.103 2.862 -0.3529
H 2.754 -3.394 -2.477 0.0407
C 2.241 0.755 3.342 -0.0071
C 5.829 -2.846 3.688 -0.0162
H -0.257 -3.726 1.094 0.0799
C -1.125 6.230 2.533 -0.1508
N -7.872 -1.661 1.831 -0.2114
C 5.980 -2.726 1.202 -0.0107
C -5.093 2.758 -4.974 -0.1565
H 0.164 5.705 5.610 0.1401
H -4.018 -1.339 -2.510 0.0810
H -2.620 7.476 6.518 0.0991
H 1.970 -6.967 1.109 0.0932
H 2.197 -1.283 -1.632 0.0982
H 0.678 3.712 0.138 0.0857
H -4.164 6.072 1.996 0.0750
H -2.680 -1.134 0.945 0.1297
H -1.423 6.498 7.263 0.1092
H -5.085 0.732 4.542 0.0985
C -6.105 0.245 2.100 -0.2433
H -9.683 -2.755 1.639 0.1288
H 1.290 0.236 -1.382 0.0637
H -9.761 -1.140 1.095 0.1334
C 5.228 0.303 -7.319 0.0431
H 6.354 -0.482 3.688 0.1292
H 6.249 -2.641 4.673 0.1160
H 6.941 0.245 -8.665 0.1646
H -3.290 3.762 -4.417 0.1278
C 3.393 -5.524 -2.587 -0.1153
H 5.748 -3.931 3.631 0.0990
H 0.920 -8.876 -2.725 0.0895
H -5.804 0.253 1.052 0.1073
H -1.586 9.050 2.061 0.1167
O -4.176 6.862 4.636 0.1860
H 9.475 -2.874 0.052 0.1163
H 7.402 2.973 -9.598 0.1330
O 8.385 -3.872 2.677 0.2120
N 3.127 -5.870 -1.063 -0.2123
H 1.157 -6.421 -1.398 0.1191
H -1.729 3.801 4.379 0.0399
C -3.477 6.864 1.699 0.0126
H 0.449 3.110 2.654 0.1119
H -4.768 4.591 -4.181 0.1496
C -1.959 8.621 2.991 0.0338
N 8.072 -2.519 2.601 0.1623
C -4.302 3.616 -4.039 -0.1330
C 6.603 -2.185 2.566 -0.4326
C -4.121 -0.679 -3.371 -0.0016
C 7.350 0.215 1.858 -0.1264
H 4.249 -6.078 -2.973 0.1371
H -7.481 -3.300 -1.289 0.0841
H -6.223 -2.964 2.571 0.1050
O 1.819 -8.571 -0.910 -0.2192
O -3.818 1.174 -1.234 0.0943
C -7.707 -3.288 -0.223 -0.0401
H 5.332 -0.419 2.299 0.1025
H -11.098 -1.714 3.205 0.1117
H 2.318 1.842 3.327 0.0772
H 8.215 -1.733 -0.085 0.0592
C -9.401 -1.742 1.928 -0.1584
C -4.788 0.745 -3.385 -0.4347
H -7.877 -3.672 2.784 0.1199
H 4.932 -4.959 -0.626 0.1094
C 4.022 2.364 -7.346 0.0985
H 6.063 -3.805 1.068 0.0809
C -5.020 -0.308 4.222 -0.0351
H 10.742 -3.048 2.378 0.1109
C -2.358 6.435 6.707 0.0215
H 0.561 -1.130 -2.326 0.1095
H 3.210 0.275 3.208 0.0686
H -8.224 0.441 2.147 0.1480
H -4.961 2.998 -6.029 0.1467
H 2.595 1.594 -2.460 0.1396
C -10.054 -1.410 3.276 -0.0321
H 0.578 7.210 3.530 0.1277
H 10.520 -1.772 3.559 0.1159
H 8.824 -0.003 3.401 0.1363
H 3.013 -8.535 -2.588 0.1267
H 2.555 -6.001 -3.095 0.1378
C 6.338 -0.693 2.618 -0.1538
H -9.703 -2.045 4.089 0.0898
H -1.994 3.406 -2.223 0.0843
H -0.890 2.976 1.630 0.1037
H -6.696 -0.214 -3.454 0.1209
H 7.149 0.028 0.803 0.0980
C 6.609 2.399 -10.077 0.0755
H 1.666 -1.925 -4.197 0.1448
H -3.010 6.548 0.766 0.0741
H -2.849 4.913 -2.122 0.1066
H 4.765 -7.232 -1.437 0.1307
H -2.764 9.255 3.362 0.1068
C 4.767 2.730 -8.528 0.0783
H -1.841 1.408 3.497 0.1084
H -7.313 -2.369 3.779 0.0909
H -5.427 3.156 -0.789 0.0860
H 3.836 -5.037 0.821 0.1029
H -1.531 5.231 2.369 0.0836
H 1.807 0.501 4.309 0.0803
H -7.200 -4.072 0.341 0.0811
C -0.504 6.311 4.998 -0.1206
H 4.714 3.653 -9.087 0.1612
C -2.930 3.852 -1.886 -0.0083
H 5.335 -0.658 -6.839 0.1368
H -0.148 1.612 4.208 0.1041
H -8.107 -1.157 -0.247 0.1241
H -1.178 8.807 3.728 0.0873
H 7.197 1.232 2.220 0.1206
O -1.044 -1.925 1.923 -0.1733
C -2.123 4.289 5.270 0.0013
H -6.931 1.495 -3.127 0.0949
H -0.841 0.005 3.904 0.1160
N 5.769 1.935 -8.953 -0.0724
H -6.390 3.177 -2.246 0.0867
H -5.696 -0.950 4.786 0.0911
C -1.903 -0.830 1.647 -0.1706
H 1.809 0.484 1.331 0.0903
H 4.924 -2.474 1.111 0.0761
C -1.144 0.418 1.093 -0.0502
C 1.003 2.752 0.539 -0.0395
H -4.621 -1.306 -4.109 0.1126
H -5.524 4.676 -1.616 0.1247
H 3.234 -1.383 -6.226 0.1409
H -4.056 7.785 1.625 0.1001
H -1.588 3.859 6.117 0.1112
H -8.728 -3.667 -0.263 0.0900
C 1.641 -5.733 -0.705 -0.1393
C 9.161 -1.901 0.429 0.0075
H 3.710 2.525 -4.544 0.1456
O -5.102 -0.431 2.766 -0.2144
C -7.277 -2.762 2.763 0.0428
H -3.699 1.204 -5.178 0.1328
H -5.398 0.793 -5.471 0.1544
H 0.911 2.031 -0.273 0.0393
C 0.000 6.287 3.579 -0.1683
C 3.280 1.534 -4.548 0.0793
H 2.054 2.888 0.791 0.0892
C 6.028 0.727 -8.349 0.0694
H 3.994 -7.370 0.158 0.1334
C 1.473 -0.593 -2.065 0.0349
C -5.498 3.599 -1.782 0.0363
H 0.314 -6.231 0.906 0.0942
H -6.209 0.396 -1.869 0.0809
N -0.210 1.039 2.143 -0.2138
H -4.062 -0.746 4.504 0.0861
H -0.501 -2.353 -0.015 0.0621
H 11.163 -1.312 2.045 0.1226
C 10.452 -2.004 2.496 -0.0140
H 9.947 -1.261 0.030 0.1241
C 0.935 -9.330 -1.734 -0.0522
H -6.430 -1.572 0.259 0.0976
H -0.474 7.337 5.363 0.1251
C -7.485 -1.837 0.336 -0.1300
H -7.588 -0.314 3.499 0.1293
C 3.077 -8.532 -1.499 -0.1891
C 1.390 -6.103 0.787 -0.0347
H 0.932 -0.776 2.239 0.1122
H -1.846 1.210 0.833 0.1218
H 3.575 -3.789 -0.354 0.0776
H -3.095 -0.455 -3.666 0.0781
C 2.649 1.055 -3.394 0.0189
H 1.558 -5.236 1.425 0.0616
H -0.801 6.512 1.531 0.1244
C 0.091 2.533 1.801 -0.1397
C 2.210 -1.007 -4.358 0.0013
H 1.277 -10.350 -1.911 0.1108
H -0.511 0.145 0.249 0.1061
C 4.242 1.092 -6.765 -0.1697
H 6.069 3.006 -10.804 0.1308
H 7.002 1.448 -10.439 0.1165
H -3.193 5.954 7.218 0.1090
N -4.002 1.694 -2.498 0.1411

***

| no. | M (Da) | E_HOMO (eV) | E (eV) |
| --- | --- | --- | --- |
| 1 | 1314.66 | -7.75 | -121789.433 |
| 2 | 1093.77 | -22.44 | -91505.319 |